22
Properties=species:S:1:pos:R:3:forces:R:3:mulliken_charge:R:1 method="wB97M-V/def2-TZVPD" molar_mass_g_mol=196.62 homo_lumo_gap_ha="0.280 / 0.261" e_tot_ev=-32338.9262 e_homo_ha="-0.3079 / -0.2877" spin_multiplicity=1 max_force_ha_per_bohr=0.0793 lumo_ev="-0.8 / -0.7"
C -1.53572 -0.07262 2.55478 0.13 0.41 0.58 -0.390
C -1.52139 -1.43840 2.79938 0.21 -0.22 -2.93 -0.515
C -1.23243 0.39654 1.25916 -1.38 1.70 2.02 -0.201
C -1.24016 -2.35408 1.74826 0.80 -0.27 -0.57 -0.367
C -0.82259 -0.43776 0.30998 0.65 -0.74 -3.29 -0.211
C -0.76424 -1.80591 0.47787 -1.31 -0.95 1.60 0.281
C 2.14658 0.24596 -1.71024 -3.00 2.28 0.31 -0.311
C 1.11088 -0.33226 -2.28910 0.47 -2.57 -3.13 -0.504
C 1.75685 1.52427 -1.01783 -0.53 -0.83 -0.48 -0.527
C 0.49181 2.08550 -1.68277 0.76 1.67 -0.81 -0.719
P -0.43121 0.59499 -2.33714 0.26 -0.34 2.48 0.122
Cl -0.46735 -2.77590 -0.95916 -0.04 -0.26 0.77 -0.209
H -1.79774 0.62385 3.38933 0.05 -0.58 -1.01 0.310
H -1.97773 -1.86251 3.63172 -0.28 -0.41 1.76 0.389
H -1.56798 1.39980 0.98696 0.65 0.06 0.25 0.331
H -1.39677 -3.47784 2.01266 0.52 2.12 -1.08 0.253
H 3.11511 -0.01051 -1.55739 2.70 -1.50 -0.08 0.532
H 1.25141 -1.28201 -2.95804 -0.52 1.67 1.63 0.370
H 1.49479 1.14885 -0.03676 -0.03 0.42 0.84 0.218
H 2.61601 2.15243 -1.00568 0.42 0.97 0.35 0.424
H -0.02542 2.86392 -1.08724 -0.26 -1.05 0.24 0.357
H 0.79730 2.81371 -2.52877 -0.28 -1.59 0.53 0.368



35
Properties=species:S:1:pos:R:3:forces:R:3:mulliken_charge:R:1 method="wB97M-V/def2-TZVPD" molar_mass_g_mol=540.72 homo_lumo_gap_ha=0.290 e_tot_ev=-78575.6922 charge=+1 e_homo_ha=-0.4800 spin_multiplicity=1 max_force_ha_per_bohr=0.0768 lumo_ev=-5.2
Ti -0.12108 -0.23231 -0.45442 -0.76 -0.58 -1.23 0.504
C 6.73088 2.47415 -2.84077 -0.02 0.02 0.03 -1.453
C 5.62366 1.81260 -2.07807 -0.01 -0.07 0.05 0.811
C 4.30538 1.87144 -2.54205 0.01 -0.01 0.00 -0.994
C 3.27377 1.30214 -1.82591 0.03 -0.02 -0.03 -0.501
C 3.58019 0.64724 -0.63530 -0.24 -0.05 0.11 0.397
C 4.87743 0.56051 -0.14843 -0.02 -0.15 0.11 -0.436
C 5.89102 1.14796 -0.88088 0.02 0.06 -0.06 -0.771
S 2.28638 -0.00928 0.32041 0.58 0.50 0.26 1.901
O 2.71103 -0.51574 1.57713 0.22 0.00 -0.04 -0.594
O 1.53604 -1.04352 -0.54691 1.15 -0.36 -0.10 -0.493
N 1.06594 1.06001 0.38889 0.89 -0.34 0.48 -0.198
C 0.63477 1.43047 1.74414 -0.03 -0.15 0.08 -0.506
C -0.28089 0.29923 2.25221 0.39 0.66 0.57 0.618
O -0.54004 0.05354 3.37526 -0.13 -0.09 -0.17 -0.481
O -0.75389 -0.38931 1.16331 -1.12 -0.09 1.58 -0.447
H 6.52993 2.47944 -3.91041 0.00 0.00 0.00 0.387
H 7.68322 1.97946 -2.66043 0.01 0.00 -0.02 0.393
H 6.82871 3.51225 -2.51515 0.01 0.00 -0.02 0.309
H 4.09269 2.37322 -3.47707 -0.01 0.01 0.01 0.420
H 2.25392 1.36131 -2.18091 -0.01 0.02 -0.03 0.424
H 5.07904 0.03444 0.77542 0.01 0.06 0.01 0.506
H 6.90884 1.09814 -0.51700 0.00 -0.03 0.00 0.410
H 0.04700 2.34636 1.70545 0.05 0.04 -0.09 0.340
H 1.47165 1.56753 2.42507 -0.04 0.01 0.05 0.401
N -1.65231 -3.21563 -0.35313 0.01 -0.09 -0.18 -0.063
C -1.08070 -2.27329 -0.66699 -0.11 -0.48 0.20 0.191
H -2.15175 -4.03993 -0.07036 -0.01 -0.01 -0.05 0.299
F -3.10011 2.47711 -2.17241 0.40 -0.31 -0.05 -0.330
Te -1.54663 1.48734 -2.29528 -3.16 2.29 -0.61 2.099
F -2.30692 0.71372 -3.78604 0.45 0.08 0.33 -0.357
F -1.14042 2.25509 -0.61015 0.32 -0.41 -0.50 -0.431
F -0.76116 2.90684 -3.16822 -0.04 -0.55 0.10 -0.365
F -2.40676 0.21048 -1.10316 0.90 0.13 -0.56 -0.438
O -0.09836 0.41940 -2.25217 0.26 -0.07 -0.23 -0.549